10
Properties=species:S:1:pos:R:3:forces:R:3 method="wB97M-V/def2-TZVPD" homo_energy_ev=-9.25 lumo_energy_ev=-0.75 fmax_ha_per_bohr=0.01174 de_lowest_ev=3.633 charge=0
O 2.01337 0.21574 0.28758 -0.5377 -0.1020 -0.2170
C 0.87707 0.03976 -0.08380 0.1460 -0.0474 0.0609
C -0.32239 0.95842 0.31639 -0.1107 0.1023 0.0996
C -1.39881 -0.06394 0.34211 -0.0450 0.2390 0.3000
N 0.42943 -0.98539 -0.85886 0.0855 -0.0776 0.0792
H -0.03186 1.43754 1.25431 -0.0252 -0.0719 -0.0674
H -0.45784 1.70693 -0.47498 0.0405 -0.1678 0.1240
H -1.40254 -0.55480 1.33452 0.0551 0.1936 -0.0325
H -0.60161 -1.03275 -0.95993 0.4799 -0.1674 -0.3256
H 1.04309 -1.76624 -1.04881 -0.0884 0.0992 -0.0213

=====

14
Properties=species:S:1:pos:R:3:forces:R:3 method="wB97M-V/def2-TZVPD" homo_energy_ev=-9.09 lumo_energy_ev=0.87 fmax_ha_per_bohr=0.04210 smiles="C=N.NCN" de_lowest_ev=1.690 charge=0
C -1.39821 3.08154 -0.65681 -0.3702 0.0372 -0.4280
N -1.69632 3.32785 0.54084 0.8061 -0.6494 0.6486
H -1.94266 2.31625 -1.20762 -0.2357 0.2572 -0.1619
H -0.64463 3.66006 -1.17906 0.4756 -0.3117 -0.2760
H -0.91994 3.88554 0.90863 -0.6674 0.6500 0.2086
N 1.78117 -2.19717 0.73796 0.0746 -0.2550 0.1342
C 1.03160 -1.60543 -0.37421 -0.4037 -0.6293 2.0318
N -0.43398 -1.76746 -0.22924 0.1674 0.3321 -0.4698
H 1.57475 -1.73873 1.61690 -0.0156 0.3169 -0.0761
H 1.51894 -3.16118 0.90437 0.0709 -0.1909 -0.3382
H 1.26362 -0.54851 -0.26449 0.2016 0.0961 -0.9814
H 1.37498 -2.12046 -1.26288 0.0914 0.4690 -0.3804
H -0.65151 -2.27962 0.61368 0.0111 -0.0255 0.0319
H -0.85780 -0.85266 -0.14808 -0.2061 -0.0968 0.0567

=====

16
Properties=species:S:1:pos:R:3:forces:R:3 method="wB97M-V/def2-TZVPD" homo_energy_ev=-8.81 lumo_energy_ev=-0.42 fmax_ha_per_bohr=0.03976 smiles="O=c1ssc2ncccc12.S" de_lowest_ev=0.000 charge=0
O -0.03690 -2.14107 1.00659 -0.2026 -0.2602 -0.4328
C -0.76639 -1.35058 0.46911 -0.0794 0.0652 0.6904
S -2.35351 -1.81154 -0.28146 0.3305 0.6020 0.2215
S -3.03481 0.15825 -0.55502 0.5018 -0.1309 -0.2357
C -1.47723 0.92430 -0.16316 -0.3130 -0.9745 0.3892
N -1.35489 2.22297 -0.33890 0.2724 0.0540 0.5501
C -0.21929 2.75172 0.13707 -0.8245 0.2872 -0.6317
C 0.84405 2.04254 0.66624 1.1518 -0.4770 0.8788
C 0.73500 0.65910 0.81990 -1.2307 -0.7392 -0.6395
C -0.51606 0.09453 0.41811 1.2374 0.7217 -0.3488
H -0.22641 3.82684 0.04182 0.5050 0.1743 0.0677
H 1.75706 2.56902 1.00555 -0.7238 -0.3359 -0.3623
H 1.51444 -0.05938 1.16828 -0.6051 1.0064 -0.1556
S 5.60533 -0.44643 -0.39949 0.2241 1.3513 -1.4219
H 5.91826 -0.14719 -1.76342 -0.3920 -0.7878 1.8453
H 5.74346 -1.75576 -0.44077 0.1480 -0.5566 -0.4148

=====

108
Properties=species:S:1:pos:R:3:forces:R:3 method="wB97M-V/def2-TZVPD" homo_energy_ev=-12.27 lumo_energy_ev=-3.18 fmax_ha_per_bohr=0.02247 charge=+1
C 2.53622 3.93635 1.44630 -0.0128 0.2131 0.1477
C 1.16011 3.55986 0.90984 0.2799 0.0223 0.0743
C 1.04142 2.07932 0.51269 0.0380 0.0264 0.1409
I 0.82274 0.98658 2.33530 0.0190 -0.1980 0.0038
N 2.27593 1.72990 -0.24743 -0.4500 -0.5127 -0.3954
C 3.09194 0.51663 -0.01430 0.1170 0.4259 0.4322
C 2.41168 -0.81568 -0.28313 0.0557 -0.0772 -0.2374
C 3.23557 -1.99159 0.24778 -0.0664 0.1089 0.1324
C 4.73076 -1.97624 -0.05956 0.1363 -0.2781 -0.2537
S 5.92576 -1.16503 1.01434 -0.7275 -0.1217 -0.1081
O 7.01255 -2.04647 1.22365 0.4549 -0.1812 0.0413
O 6.10490 0.16550 0.54049 0.2355 0.5039 -0.1058
Cl 4.94870 -1.00009 2.78935 -0.0314 0.0129 0.2500
C 1.98643 2.06941 -1.52380 0.4257 0.2305 -0.2033
N 2.88445 2.23244 -2.49962 -0.3648 -0.1271 0.1016
P 4.62308 2.18346 -2.58592 -0.1291 0.1396 0.0709
N 5.08799 2.64163 -3.96991 0.1951 0.0795 0.0089
N 0.69656 2.34297 -1.72636 -0.0627 0.3520 0.6445
C -0.08956 1.88439 -0.55689 0.2511 0.3222 -0.3047
C -1.34256 2.74306 -0.42686 -0.2040 -0.1220 -0.0176
C -2.06856 2.70101 0.91640 0.0957 0.1078 0.0885
C -3.55544 2.97821 0.79945 0.0052 0.0168 0.0637
F -4.19082 2.37397 1.88090 -0.0806 0.1020 -0.0456
O -0.37073 0.56152 -0.91421 0.2622 -0.2964 0.3397
C -1.41110 -0.25025 -0.34957 -0.1066 0.2654 0.0014
C -1.43671 -1.50112 -1.21885 -0.1813 -0.2375 -0.2252
C -1.50582 -2.80791 -0.44705 0.1658 -0.0657 -0.1377
O -2.52355 -1.51170 -2.15722 0.1378 0.4066 0.0728
H 2.92216 3.19255 2.14433 0.0368 -0.0285 -0.0396
H 3.25855 4.09397 0.64711 0.0376 -0.1387 0.0081
H 2.45909 4.87451 1.99386 0.0200 0.0272 0.0049
H 0.41958 3.77288 1.67526 -0.1555 0.0945 -0.1431
H 0.95273 4.16591 0.02541 -0.1045 0.0760 0.0748
H 3.45131 0.58066 1.01054 -0.0571 -0.0299 0.0487
H 3.97799 0.60610 -0.62893 0.0933 0.0765 0.0520
H 1.43870 -0.83630 0.19787 -0.0934 -0.0634 -0.0075
H 2.23388 -0.94929 -1.35542 0.0747 0.1546 0.0568
H 3.06956 -2.08989 1.31840 0.0927 -0.0510 0.0814
H 2.85475 -2.90934 -0.20112 -0.0703 0.0016 0.0175
H 4.94691 -1.48624 -1.01242 -0.0186 -0.0833 -0.0687
H 5.11768 -2.99167 -0.12035 -0.0111 -0.0256 0.0665
H 2.49594 2.52847 -3.39036 0.0713 -0.0968 0.0140
H 4.95092 2.90216 -1.43060 0.1046 -0.1243 0.2066
H 4.84701 0.84466 -2.27677 0.0934 -0.1196 -0.0353
H 5.61690 3.50927 -3.94478 -0.0615 0.0107 -0.1904
H 0.33763 2.05066 -2.63885 0.0567 0.3494 0.1369
H -1.09708 3.76355 -0.71634 -0.0396 0.0120 0.0526
H -2.01433 2.35252 -1.19793 0.0129 0.1197 -0.1044
H -1.63974 3.43847 1.59448 0.0433 -0.1030 0.0957
H -1.95883 1.73144 1.40067 -0.0520 -0.0521 -0.0612
H -3.98945 2.56787 -0.11597 0.0141 -0.0829 0.0394
H -3.77122 4.04666 0.84400 -0.0684 -0.0144 -0.0483
H -1.20516 -0.48694 0.69336 0.0857 -0.0116 0.0202
H -2.37548 0.26425 -0.40201 -0.0282 -0.0379 0.0306
H -0.49834 -1.44977 -1.78383 0.0592 -0.1868 0.0441
H -2.07029 -3.53774 -1.02118 -0.0462 0.0553 0.0226
H -0.50439 -3.22743 -0.33593 0.0071 0.0683 0.2454
H -1.96286 -2.69298 0.53460 -0.0575 -0.0236 -0.0039
H -2.64317 -0.62088 -2.51427 0.0134 -0.1164 0.0468
C -4.23004 2.14440 5.08259 -0.0227 0.1524 -0.0872
N -4.48700 2.81286 6.38530 0.1284 0.0421 0.0397
O -5.29209 3.71477 6.42284 -0.0222 -0.0555 -0.0023
O -3.84237 2.41120 7.33827 -0.0391 -0.0150 0.0089
H -4.85818 2.60388 4.33020 -0.0096 -0.0033 0.0119
H -3.17570 2.28809 4.86323 0.0117 -0.0200 0.0018
H -4.44798 1.08935 5.18960 0.0307 0.0416 0.0949
C -6.25984 -2.59541 4.04830 0.0432 -0.0519 -0.0260
N -5.15258 -1.67230 3.67579 0.0352 0.0892 -0.0180
O -4.18871 -2.13057 3.10110 -0.0284 -0.0109 -0.0008
O -5.29090 -0.50159 3.97523 -0.0456 -0.1861 -0.0718
H -5.99268 -3.59155 3.71842 -0.0037 0.0000 0.0010
H -6.37332 -2.53864 5.12658 -0.0142 0.0152 0.0021
H -7.15794 -2.22827 3.56110 -0.0074 0.0125 0.0150
C -0.01169 -1.29470 -4.54526 -0.1280 -0.2148 -0.0785
N 0.71223 -0.16431 -3.91156 -0.3317 0.0044 -0.0554
O 1.87786 -0.27730 -3.62469 0.0030 -0.1260 -0.0495
O 0.04669 0.84444 -3.70263 -0.1769 -0.5557 -0.9976
H 0.66606 -2.12587 -4.69662 0.1366 0.1003 0.0547
H -0.83174 -1.56562 -3.88141 -0.0240 0.0265 0.0020
H -0.41885 -0.93370 -5.48552 0.0341 0.0721 0.0059
C -4.56300 -6.81467 -1.95400 -0.0307 0.0139 0.0041
N -3.45640 -5.87765 -1.62093 0.0426 0.0318 0.0643
O -2.99431 -5.18992 -2.51312 -0.0088 -0.1090 -0.0584
O -3.07627 -5.85472 -0.46914 -0.0418 -0.0262 -0.0432
H -4.78906 -6.71714 -3.00784 0.0112 0.0009 -0.0019
H -4.22343 -7.81628 -1.70602 -0.0107 0.0027 0.0241
H -5.40740 -6.54218 -1.32792 0.0074 -0.0100 0.0196
C -0.76530 2.61915 8.75024 -0.0767 0.0282 -0.0764
N 0.32827 3.51010 8.27157 0.0310 -0.0059 -0.0069
O 0.18584 4.05018 7.19122 0.0075 -0.0293 0.0036
O 1.29851 3.62903 8.98792 -0.0340 0.0091 -0.0236
H -1.55664 2.62792 8.01158 -0.0184 -0.0288 0.0217
H -0.33279 1.63148 8.87927 0.0016 0.0018 0.0382
H -1.11071 3.00256 9.70533 0.0621 0.0100 0.0214
C -1.61684 -9.15495 -4.53678 0.0321 -0.0567 0.0343
N -2.66562 -9.36857 -3.50156 -0.0645 -0.0123 0.0019
O -2.31361 -9.67870 -2.38329 0.0096 0.0728 -0.0132
O -3.81937 -9.20507 -3.84699 0.0556 0.0010 -0.0435
H -0.65181 -9.33366 -4.07931 0.0009 -0.0021 -0.0038
H -1.82005 -9.84969 -5.34600 -0.0122 0.0136 -0.0124
H -1.72234 -8.13284 -4.88793 -0.0113 -0.0021 -0.0150
C 6.33050 6.09569 -6.37813 0.0487 0.0119 0.0284
N 5.83655 5.84504 -4.99671 -0.0187 0.0544 0.0794
O 6.60974 5.35013 -4.19455 -0.0601 -0.0309 -0.0829
O 4.68826 6.14324 -4.75320 0.0277 -0.0453 -0.0334
H 7.36331 5.77542 -6.42934 0.0019 0.0022 -0.0009
H 5.69216 5.52784 -7.04821 -0.0107 0.0154 -0.0072
H 6.22135 7.15904 -6.56856 -0.0212 -0.0019 -0.0122

=====

84
Properties=species:S:1:pos:R:3:forces:R:3 method="wB97M-V/def2-TZVPD" spin_multiplicity=5 homo_energy_ev="-3.66 / -3.76" lumo_energy_ev="1.68 / 1.68" fmax_ha_per_bohr=0.01831 de_lowest_ev=0.371 charge=-1
Fe 0.82429 0.13221 0.60356 0.3795 -0.6255 0.5892
C 2.26694 -1.68700 1.56950 0.0036 -0.1928 0.0120
C 2.11182 -0.65920 2.52874 -0.0613 -0.0213 0.1430
C 2.78075 0.49264 2.05563 -0.1178 0.4167 -0.1298
C 3.34055 0.17367 0.77608 -0.0102 0.2749 0.0376
C 3.02663 -1.17249 0.50082 0.0556 -0.1523 -0.1693
C 3.49737 -1.94267 -0.69757 -0.0072 -0.0097 0.0015
C 4.34791 0.97617 -0.00173 0.0143 -0.0225 0.0906
C 3.11724 1.67821 2.92766 0.0826 -0.0899 -0.0973
C 1.48379 -0.79292 3.88469 -0.0144 0.0045 -0.0048
C 1.82778 -3.11315 1.72054 -0.0834 0.0293 -0.0024
H 3.11184 -2.96283 -0.68076 -0.0026 0.0313 0.0061
H 4.59201 -2.00431 -0.72353 -0.0363 -0.0109 0.0169
H 3.15921 -1.49692 -1.63534 0.0099 0.0194 0.0323
H 5.14638 1.34599 0.65312 -0.0325 -0.0100 -0.0076
H 3.94347 1.84451 -0.52058 -0.0555 0.0622 -0.0332
H 4.81737 0.34884 -0.76156 -0.0038 0.0093 0.0226
H 2.58607 2.60230 2.69826 -0.0487 0.0474 -0.0924
H 4.18501 1.91530 2.86151 -0.0214 -0.0200 -0.0080
H 2.90268 1.44923 3.97357 0.0150 -0.0123 -0.0342
H 0.78528 -1.62747 3.90877 -0.0023 -0.0006 -0.0029
H 0.91630 0.09920 4.16472 0.0207 -0.0163 -0.0261
H 2.23999 -0.95817 4.66190 -0.0064 -0.0042 -0.0168
H 1.50519 -3.54770 0.77212 -0.0057 0.0346 -0.0029
H 0.98837 -3.19957 2.41217 -0.0026 0.0229 -0.0299
H 2.64460 -3.73367 2.10646 -0.0311 -0.0016 -0.0009
C -3.37601 0.76609 1.19155 -0.5307 0.3216 -0.1566
P -2.73144 0.55709 -0.52927 -0.1402 0.2418 0.0871
C -2.86179 2.34568 -0.98870 0.1723 -0.2723 0.2864
N -3.75116 2.82185 -1.81022 -0.2754 0.1116 -0.2625
C -3.85696 4.17598 -1.94858 0.0010 -0.0963 -0.0446
C -4.77757 4.72679 -2.87132 0.0495 -0.1511 0.0618
C -4.94868 6.07889 -2.93172 0.0843 0.2347 0.1107
C -4.21863 6.94046 -2.07190 -0.1896 -0.0642 -0.1917
C -3.31607 6.42704 -1.18734 0.1174 -0.1404 0.0722
C -3.10559 5.02952 -1.13240 0.0292 0.1127 0.0577
N -2.10522 4.52110 -0.35255 -0.0423 0.3611 0.2335
C -1.90754 3.24402 -0.34955 -0.0323 -0.5769 0.1162
P -0.27405 2.63783 0.39082 -0.0026 0.1888 -0.5827
C -0.20918 3.68217 1.89020 -0.1598 -0.0058 -0.0623
C 0.92587 3.50022 -0.81910 -0.2215 -0.1092 -0.0332
C 2.15515 3.89892 -0.01351 0.0644 0.1538 -0.0076
C 1.31954 2.46965 -1.88680 0.0169 0.0018 -0.0019
C 0.40424 4.74485 -1.53743 0.0530 0.0730 -0.0588
C -4.14493 -0.33997 -1.35274 -0.1081 0.2130 -0.1618
C -4.18219 -1.69172 -0.62485 0.0852 -0.0664 -0.2168
C -5.53878 0.29401 -1.31033 0.0159 -0.0804 0.0740
C -3.71251 -0.55636 -2.80916 -0.0086 -0.0126 0.0085
H -4.35893 1.24330 1.22088 -0.0178 0.0891 -0.0195
H -2.66919 1.36210 1.76784 0.0436 0.0269 0.0313
H -3.40613 -0.21349 1.66602 -0.1183 0.1980 -0.1016
H -5.33773 4.04917 -3.50447 0.0281 0.0066 0.0304
H -5.65125 6.50099 -3.63921 -0.0002 0.0224 0.0177
H -4.37221 8.01095 -2.12818 -0.0204 -0.0216 -0.0150
H -2.72811 7.06199 -0.53574 -0.0002 -0.0243 -0.0076
H -0.38798 4.72620 1.64610 -0.0054 0.1141 0.0310
H 0.75441 3.55758 2.37845 0.0028 0.0055 -0.0013
H -0.98389 3.33682 2.57650 -0.0072 -0.0006 -0.0076
H 2.53970 3.06819 0.56725 0.0902 -0.1616 0.1542
H 1.94216 4.73379 0.65954 0.0252 -0.0536 -0.0375
H 2.94161 4.21722 -0.70377 0.0291 0.0013 0.0171
H 1.84462 1.60794 -1.46903 -0.0304 -0.0311 0.1074
H 2.00119 2.94055 -2.60410 -0.0617 0.0111 0.0042
H 0.45316 2.08907 -2.43485 0.0115 0.0250 0.0453
H 0.02518 5.50382 -0.85220 0.0533 -0.0602 -0.0355
H -0.38579 4.51068 -2.25631 0.0859 0.0198 0.0737
H 1.24384 5.17442 -2.09446 -0.0178 -0.0054 -0.0251
H -4.70632 -1.61627 0.32945 0.0182 -0.0061 0.0275
H -3.17583 -2.09115 -0.42872 -0.7327 0.4245 -0.3610
H -4.71332 -2.41810 -1.24704 -0.0511 -0.0258 0.0319
H -5.86329 0.48108 -0.28280 0.0244 -0.0050 -0.0388
H -6.25443 -0.40961 -1.75321 0.0121 0.0241 0.0225
H -5.58696 1.22971 -1.86380 0.0543 -0.0281 0.0030
H -2.75097 -1.07368 -2.86120 -0.0238 0.0014 0.0167
H -3.61655 0.39422 -3.33971 -0.0187 0.0032 0.0245
H -4.46110 -1.16343 -3.33056 0.0345 0.0070 0.0223
S -2.46564 -6.05788 -1.05327 0.0506 0.1361 0.0343
C -1.84110 -4.55531 -0.70955 -0.0631 -0.0847 -0.0147
S -2.05230 -3.73818 0.78192 0.2385 -0.3485 0.5110
C -1.18809 -2.26178 0.41979 0.2522 -0.0072 0.4928
C -0.64163 -2.21148 -0.81024 0.2274 0.2336 -0.2779
S 0.29381 -0.88884 -1.46310 0.0900 -0.1212 -0.3188
S -0.91047 -3.62260 -1.80481 0.0762 0.0179 -0.2781
S -1.08189 -1.03253 1.64947 0.7050 -0.5835 0.2209